C5H3N | the ωB97M-V functional and the def2-TZVPD basis

Properties
E_tot, eV: -6715.6397
F_max, eV Å⁻¹: 3.33
Molecular weight, g mol⁻¹: 77.1
Highest occupied orbital energy (alpha / beta), hartree: -0.316 / -0.316

Each line ends with the natural charge from an NBO analysis.
Geometry (Å):
C 1.330 0.097 0.147  -0.52
C -0.435 -1.681 0.205  -0.30
C 2.505 0.320 -0.214  0.00
C -0.019 -0.365 0.289  -0.18
C -0.467 0.893 -0.121  0.63
N -0.954 1.958 0.053  -0.53
H -1.220 -1.672 -0.496  0.21
H 0.260 -2.491 0.316  0.23
H -1.000 2.942 -0.180  0.46



C5H3N | the ωB97M-V functional and the def2-TZVPD basis

Properties
E_tot, eV: -6717.8139
F_max, eV Å⁻¹: 11.26
Molecular weight, g mol⁻¹: 77.1
Highest occupied orbital energy, hartree: -0.356
Structure (SMILES): C#C/C=C\C#N

Each line ends with the natural charge from an NBO analysis.
Geometry (Å):
C -1.967 -1.048 0.012  -0.15
C -1.150 -0.147 -0.095  -0.10
C -0.125 0.815 -0.084  -0.21
C 1.237 0.855 -0.021  -0.27
C 1.804 -0.573 0.225  0.20
N 1.845 -1.801 -0.200  -0.28
H -3.010 -1.678 0.359  0.29
H -0.620 1.782 -0.358  0.24
H 1.985 1.795 0.162  0.28



C5H3N | the ωB97M-V functional and the def2-TZVPD basis

Properties
E_tot, eV: -6716.8044
F_max, eV Å⁻¹: 6.11
Molecular weight, g mol⁻¹: 77.1
Highest occupied orbital energy (alpha / beta), hartree: -0.302 / -0.302

Each line ends with the natural charge from an NBO analysis.
Geometry (Å):
C 0.809 0.787 -0.509  -0.37
C -0.080 -0.489 1.677  -0.32
C 0.666 0.154 0.812  0.11
C -0.998 -1.109 0.445  0.26
C -0.263 0.260 -1.285  0.06
N -1.330 -0.433 -0.676  -0.50
H 1.615 1.245 -0.968  0.25
H -0.117 -0.538 2.851  0.29
H -0.302 0.124 -2.349  0.21



C5H3N | the ωB97M-V functional and the def2-TZVPD basis

Properties
E_tot, eV: -6718.4514
F_max, eV Å⁻¹: 2.96
Molecular weight, g mol⁻¹: 77.1
Highest occupied orbital energy, hartree: -0.336

Each line ends with the natural charge from an NBO analysis.
Geometry (Å):
C 1.654 1.125 -1.390  -0.16
C 0.863 0.725 -0.593  -0.07
C -0.059 0.420 0.354  -0.25
C -0.196 -0.909 0.618  0.00
C -2.525 -0.647 0.989  0.33
N -1.495 -1.185 0.946  -0.55
H 2.294 1.216 -2.185  0.22
H -0.983 1.050 0.629  0.25
H 0.447 -1.796 0.632  0.24



C5H3N3O2S | the ωB97M-V functional and the def2-TZVPD basis

Properties
E_tot, eV: -24629.8645
F_max, eV Å⁻¹: 5.59
Molecular weight, g mol⁻¹: 169.2
Highest occupied orbital energy, hartree: -0.340
Structure (SMILES): N#Cc1c([N+](=O)[O-])csc1N

Each line ends with the natural charge from an NBO analysis.
Geometry (Å):
N 0.479 -2.992 -0.062  -0.29
C 0.259 -1.853 -0.095  0.25
C -0.100 -0.528 -0.122  -0.28
C 0.935 0.704 -0.131  0.06
N 2.350 0.568 -0.109  0.49
O 3.043 1.576 0.149  -0.38
O 2.809 -0.572 -0.290  -0.34
C 0.313 1.903 -0.063  -0.33
S -1.437 1.736 -0.120  0.39
C -1.387 -0.062 -0.079  0.12
N -2.406 -0.933 0.133  -0.78
H 0.611 2.962 -0.118  0.28
H -2.159 -1.824 0.593  0.41
H -3.310 -0.684 0.313  0.40



C5H3N3OS | the ωB97M-V functional and the def2-TZVPD basis

Properties
E_tot, eV: -22585.5109
F_max, eV Å⁻¹: 3.09
Molecular weight, g mol⁻¹: 153.2
Highest occupied orbital energy, hartree: -0.356
Structure (SMILES): N#Cn1ccc(=O)[nH]c1=S

Each line ends with the natural charge from an NBO analysis.
Geometry (Å):
N 2.751 -2.071 0.039  -0.28
C 1.821 -1.419 0.057  0.41
N 0.779 -0.618 -0.016  -0.49
C -0.452 -1.250 0.016  0.09
C -1.553 -0.477 -0.047  -0.35
C -1.419 0.981 0.032  0.64
O -2.351 1.759 -0.023  -0.57
N -0.153 1.537 0.107  -0.61
C 1.018 0.809 0.081  0.22
S 2.505 1.403 -0.016  -0.01
H -0.219 -2.361 -0.072  0.25
H -2.502 -0.825 -0.088  0.25
H -0.226 2.533 -0.071  0.45



C5H3NO | the ωB97M-V functional and the def2-TZVPD basis

Properties
E_tot, eV: -8762.8851
F_max, eV Å⁻¹: 6.31
Molecular weight, g mol⁻¹: 93.1
Highest occupied orbital energy, hartree: -0.365

Each line ends with the natural charge from an NBO analysis.
Geometry (Å):
N -0.975 2.779 0.016  -0.23
C -0.744 1.753 -0.344  0.17
C -0.453 0.562 -0.762  -0.17
C -0.486 -0.611 -1.189  0.41
O -0.111 -1.716 -0.891  -0.53
C 0.930 -1.284 1.017  -0.09
C 0.662 -0.110 1.302  -0.33
H -0.886 0.167 -2.339  0.28
H 1.355 -2.233 1.202  0.24
H 0.709 0.693 1.988  0.26



C5H3NO | the ωB97M-V functional and the def2-TZVPD basis

Properties
E_tot, eV: -8768.7578
F_max, eV Å⁻¹: 2.95
Molecular weight, g mol⁻¹: 93.1
Highest occupied orbital energy, hartree: -0.334
Structure (SMILES): N#C/C=C/C=C=O

Each line ends with the natural charge from an NBO analysis.
Geometry (Å):
N -3.432 0.417 0.025  -0.31
C -2.279 0.415 -0.027  0.26
C -0.851 0.368 -0.117  -0.38
C -0.157 -0.747 0.055  -0.08
C 1.291 -0.638 -0.140  -0.59
C 1.805 0.571 0.008  0.76
O 2.370 1.573 0.018  -0.41
H -0.262 1.258 -0.259  0.22
H -0.525 -1.837 0.300  0.25
H 2.040 -1.382 0.137  0.28